No. 1
{"formula": "C44H60BLiN7O2S2", "method": "the ωB97M-V functional and the def2-TZVPD basis", "mol_weight_g_mol": 800.9, "total_energy_ev": -83685.46299, "homo_lumo_gap_ev": 6.696, "e_above_lowest_ev": 0.210, "charge": -1, "elements": ["Li", "C", "C", "C", "C", "C", "C", "C", "C", "C", "N", "N", "B", "N", "N", "C", "C", "C", "C", "C", "C", "C", "C", "C", "N", "N", "C", "C", "C", "C", "C", "C", "C", "C", "C", "H", "H", "H", "H", "H", "H", "H", "H", "H", "H", "H", "H", "H", "H", "H", "H", "H", "H", "H", "H", "H", "H", "H", "H", "H", "H", "H", "H", "H", "H", "H", "H", "H", "H", "H", "H", "H", "H", "H", "H", "H", "H", "H", "H", "H", "H", "O", "N", "C", "C", "C", "C", "C", "S", "H", "H", "H", "H", "O", "S", "C", "C", "C", "C", "C", "C", "C", "C", "C", "C", "C", "C", "H", "H", "H", "H", "H", "H", "H", "H", "H", "H"], "xyz": [[0.588297, 0.146986, 1.259440], [2.796157, 3.130021, 3.795094], [1.325350, 3.391269, 3.444130], [0.419348, 2.401183, 4.174277], [1.159409, 3.373580, 1.947698], [1.221196, 4.507171, 1.116106], [1.124120, 4.018666, -0.171103], [1.178699, 4.820487, -1.442267], [2.544751, 5.500549, -1.578707], [0.056727, 5.863192, -1.464026], [1.017881, 2.671862, -0.088048], [1.029498, 2.275622, 1.217461], [0.873737, 1.627691, -1.258553], [-0.563077, 0.996396, -1.135070], [-0.958133, 0.695727, 0.124182], [-2.267986, 0.565255, 0.137240], [-2.765001, 0.756491, -1.165257], [-1.656687, 1.038948, -1.946308], [-1.727927, 1.216361, -3.438719], [-1.207046, 2.555968, -3.973497], [-1.098751, 0.005219, -4.142564], [-2.988874, 0.396148, 1.445944], [-4.471169, 0.095373, 1.255275], [-2.806008, 1.678695, 2.269190], [2.081206, 0.650578, -1.143963], [2.346804, 0.090666, 0.070429], [3.550534, -0.447364, 0.004746], [4.090255, -0.247877, -1.278158], [3.140872, 0.460099, -1.980712], [3.400970, 0.987729, -3.371400], [3.686395, 2.494052, -3.356153], [2.351276, 0.647776, -4.423495], [4.254051, -1.129712, 1.147522], [3.620287, -0.787218, 2.491567], [4.311273, -2.647402, 0.929266], [2.956776, 3.208113, 4.874039], [3.451566, 3.845243, 3.294455], [3.073663, 2.125653, 3.474222], [1.076899, 4.406210, 3.769509], [0.512318, 1.400715, 3.748141], [-0.626956, 2.700868, 4.092519], [0.682708, 2.361774, 5.234542], [1.312368, 5.537545, 1.425259], [1.034961, 4.150982, -2.289261], [2.694852, 6.212351, -0.763915], [2.615961, 6.040957, -2.526965], [3.349418, 4.766451, -1.537322], [0.164676, 6.555224, -0.626095], [-0.917772, 5.379608, -1.377569], [0.082486, 6.439673, -2.392488], [0.946352, 2.188084, -2.306848], [-3.788058, 0.710755, -1.505806], [-2.797188, 1.197559, -3.662413], [-0.121792, 2.614547, -3.954033], [-1.599363, 3.381767, -3.376145], [-1.536566, 2.692424, -5.006512], [-0.134371, -0.235502, -3.701123], [-0.961703, 0.191524, -5.211196], [-1.743341, -0.868966, -4.026211], [-2.505910, -0.416864, 1.993099], [-4.973041, 0.943529, 0.779892], [-4.947757, -0.081830, 2.221580], [-4.631933, -0.786081, 0.634682], [-3.342662, 2.509552, 1.801186], [-1.747798, 1.930928, 2.321965], [-3.189593, 1.544262, 3.284566], [5.055702, -0.561358, -1.645661], [4.324099, 0.485911, -3.671305], [2.791951, 3.046788, -3.072372], [4.010791, 2.837891, -4.342451], [4.470237, 2.725464, -2.632877], [1.447305, 1.231882, -4.275304], [2.089209, -0.410703, -4.382876], [2.739547, 0.868226, -5.421337], [5.284402, -0.758169, 1.138236], [2.586420, -1.132252, 2.516142], [3.615956, 0.292202, 2.646024], [4.168309, -1.261437, 3.308901], [3.301894, -3.058552, 0.901497], [4.867734, -3.128317, 1.739136], [4.803752, -2.881262, -0.017467], [-0.069980, -0.618230, 2.867606], [0.200109, -1.774264, 3.425424], [0.046310, -1.891227, 4.760786], [0.361756, -3.042060, 5.431542], [0.857277, -4.125750, 4.701155], [0.982482, -4.012886, 3.339899], [0.627825, -2.833353, 2.652814], [0.697312, -2.651774, 0.968652], [-0.328107, -0.999056, 5.240157], [0.224984, -3.090873, 6.502540], [1.128160, -5.045615, 5.204599], [1.341464, -4.832398, 2.734586], [-2.197490, -3.992126, 2.075062], [-2.363322, -3.072017, 0.918597], [-4.052013, -3.511087, 0.324468], [-4.755515, -4.471401, 1.027640], [-6.030346, -4.839228, 0.609788], [-6.598131, -4.239938, -0.504947], [-5.884903, -3.275546, -1.208251], [-4.613828, -2.909165, -0.795157], [-1.639064, -3.840890, -0.550516], [-1.325828, -5.185736, -0.523586], [-0.719519, -5.761608, -1.630492], [-0.440376, -4.989842, -2.751931], [-0.772983, -3.640645, -2.767247], [-1.374802, -3.056604, -1.662699], [-4.291221, -4.924424, 1.894784], [-6.575430, -5.598373, 1.157399], [-7.595228, -4.517293, -0.824452], [-6.315779, -2.811389, -2.087108], [-4.058303, -2.159419, -1.348555], [-1.525327, -5.753532, 0.377922], [-0.460296, -6.813176, -1.613612], [0.051236, -5.436096, -3.607616], [-0.549594, -3.036143, -3.638182], [-1.586423, -1.990365, -1.646710]], "forces_ev_per_angstrom": [[0.2, -0.2, 0.2], [-0.1, 0.1, 0.0], [0.1, -0.2, 0.0], [0.0, 0.1, -0.1], [-0.1, 0.3, -0.2], [0.0, 0.0, 0.1], [0.1, 0.0, 0.0], [0.0, 0.1, 0.1], [0.0, 0.0, 0.0], [0.0, -0.1, 0.0], [-0.1, 0.0, -0.1], [0.1, 0.3, 0.1], [0.1, 0.1, 0.2], [0.0, 0.0, -0.2], [0.1, -0.2, 0.0], [-0.1, 0.0, 0.0], [0.0, 0.0, 0.0], [-0.2, -0.1, 0.1], [0.3, 0.0, -0.1], [-0.1, -0.1, 0.1], [-0.1, 0.1, 0.0], [0.0, 0.2, 0.0], [0.1, 0.0, 0.0], [0.0, -0.2, 0.0], [-0.1, 0.0, -0.1], [0.0, -0.1, -0.1], [0.1, 0.0, -0.1], [0.0, 0.0, 0.0], [0.2, -0.1, 0.1], [-0.2, 0.2, 0.1], [0.1, -0.1, 0.0], [0.1, -0.1, 0.0], [-0.3, -0.1, 0.1], [0.0, 0.0, -0.1], [0.1, 0.1, 0.0], [0.0, 0.0, 0.0], [0.0, 0.0, 0.0], [0.0, 0.0, 0.0], [0.0, 0.0, 0.0], [0.0, 0.0, 0.1], [0.0, 0.0, 0.0], [0.0, 0.0, 0.0], [0.0, 0.0, 0.0], [0.0, 0.0, 0.0], [0.0, 0.0, 0.0], [0.0, 0.0, 0.0], [0.0, 0.0, 0.0], [0.0, 0.0, 0.0], [0.0, 0.0, 0.0], [0.0, 0.0, 0.0], [0.0, -0.1, 0.0], [0.0, 0.0, 0.0], [0.0, 0.0, 0.0], [0.0, 0.0, 0.0], [0.0, 0.0, 0.0], [0.0, 0.0, 0.0], [0.1, 0.0, 0.0], [0.0, 0.0, 0.0], [0.0, 0.0, 0.0], [0.0, 0.0, 0.0], [0.0, 0.0, 0.0], [0.0, 0.0, 0.0], [0.0, 0.0, 0.0], [0.0, 0.0, 0.0], [0.0, 0.0, 0.0], [0.0, 0.0, 0.0], [0.0, 0.0, 0.0], [0.0, 0.0, 0.0], [0.0, 0.0, 0.0], [0.0, 0.0, 0.0], [0.0, 0.0, 0.0], [0.0, 0.0, 0.0], [0.0, 0.0, 0.0], [0.0, 0.0, 0.0], [0.0, 0.1, 0.0], [0.0, 0.0, 0.0], [0.0, 0.0, 0.0], [0.0, 0.0, 0.0], [0.0, 0.0, 0.0], [0.0, 0.0, 0.0], [0.0, 0.0, 0.0], [-0.2, 0.1, 0.2], [0.1, -0.1, -0.1], [0.0, 0.0, 0.1], [0.0, -0.1, 0.0], [0.0, 0.0, -0.1], [-0.1, 0.0, 0.2], [-0.1, 0.1, -0.2], [0.2, 0.0, 0.1], [0.0, 0.0, -0.1], [0.0, 0.0, 0.0], [0.0, 0.0, 0.0], [0.0, 0.0, 0.0], [0.2, 0.1, 0.0], [-0.7, -0.6, -0.4], [0.0, 0.1, 0.0], [0.0, 0.0, 0.1], [0.0, 0.1, -0.1], [0.0, 0.0, 0.0], [0.0, 0.0, 0.0], [0.0, 0.0, 0.0], [0.1, 0.1, 0.0], [0.0, -0.1, 0.0], [-0.1, 0.0, 0.0], [0.0, 0.0, 0.0], [0.0, 0.0, 0.0], [0.1, 0.1, 0.1], [0.0, 0.0, 0.0], [0.0, 0.0, 0.0], [0.0, 0.0, 0.0], [0.0, 0.0, 0.0], [0.0, 0.0, 0.0], [0.0, 0.0, 0.0], [0.0, 0.0, 0.0], [0.0, 0.0, 0.0], [0.0, 0.0, 0.0], [0.0, 0.0, 0.0]]}


No. 2
{"formula": "C44H60BrCl2N7O3PRe", "method": "the ωB97M-V functional and the def2-TZVPD basis", "mol_weight_g_mol": 1103.0, "total_energy_ev": -169678.45757, "multiplicity": 4, "homo_lumo_gap_ev": [6.247, 6.382], "e_above_lowest_ev": 0.000, "charge": 1, "elements": ["Re", "Cl", "C", "Cl", "H", "H", "C", "C", "C", "C", "C", "C", "C", "C", "N", "C", "C", "C", "C", "N", "C", "C", "C", "C", "C", "C", "C", "C", "H", "H", "H", "H", "H", "H", "H", "H", "H", "H", "H", "H", "H", "H", "H", "H", "H", "H", "H", "H", "H", "H", "H", "H", "O", "C", "N", "N", "P", "N", "C", "C", "C", "C", "C", "N", "C", "C", "C", "C", "C", "N", "C", "C", "C", "C", "C", "H", "H", "H", "H", "H", "H", "H", "H", "H", "H", "H", "H", "H", "H", "H", "H", "H", "H", "H", "H", "H", "H", "H", "H", "H", "H", "H", "H", "H", "H", "Br", "C", "C", "C", "C", "C", "C", "C", "O", "O", "H", "H", "H", "H"], "xyz": [[-19.409751, -2.813964, -0.266546], [-22.041580, 1.225371, 1.804089], [-22.798094, -0.308029, 1.291456], [-24.239254, -0.574739, 2.260720], [-22.049133, -1.094959, 1.459168], [-23.037146, -0.193457, 0.233767], [-17.626516, 0.132277, 1.862350], [-16.778362, -1.073890, 2.084745], [-15.971156, -1.191522, 3.246082], [-15.078900, -2.222029, 3.456826], [-15.071536, -3.338966, 2.588362], [-15.775949, -3.237506, 1.413839], [-15.687744, -4.261849, 0.315851], [-16.638072, -2.127816, 1.164782], [-17.403886, -2.088964, -0.080821], [-16.884359, -1.517767, -1.134238], [-15.477394, -1.077555, -1.251977], [-17.827554, -1.263459, -2.228912], [-17.347829, -0.475165, -3.404150], [-19.055917, -1.541095, -1.990323], [-20.117759, -1.013966, -2.833353], [-20.637034, 0.195128, -2.392643], [-20.151632, 0.788214, -1.092128], [-21.647384, 0.758277, -3.155864], [-22.183960, 0.088849, -4.241630], [-21.656115, -1.141563, -4.603282], [-20.593827, -1.730236, -3.917472], [-20.103461, -3.100334, -4.325676], [-18.547137, -0.127071, 1.370348], [-17.032245, 0.892232, 1.287443], [-17.800287, 0.641910, 2.821990], [-15.993245, -0.313528, 3.820904], [-14.403645, -2.202936, 4.303463], [-14.443917, -4.209333, 2.761887], [-14.807114, -4.008195, -0.274268], [-16.586433, -4.464413, -0.244595], [-15.438475, -5.233514, 0.683843], [-14.880158, -1.443292, -0.430901], [-15.438064, 0.033000, -1.149774], [-15.082792, -1.379977, -2.259889], [-16.652368, -1.030717, -3.971108], [-16.817668, 0.432687, -3.014243], [-18.187902, -0.098704, -3.935147], [-20.564374, 0.161026, -0.319030], [-20.516745, 1.799058, -0.951911], [-19.074008, 0.803542, -1.032090], [-22.053787, 1.672462, -2.763608], [-23.033747, 0.537848, -4.748897], [-22.026658, -1.578887, -5.545745], [-20.103190, -3.263875, -5.360761], [-20.705955, -3.895584, -3.845456], [-19.057908, -3.284867, -4.043548], [-18.904306, -5.925784, -2.994183], [-18.775121, -5.068881, -2.248815], [-18.681779, -4.152251, -1.492642], [-19.734909, -3.210508, 1.510420], [-20.302595, -4.133480, 2.675748], [-20.409512, -3.258055, 4.042721], [-19.312244, -2.234239, 4.242727], [-19.831944, -0.838776, 4.277253], [-21.186339, -0.811464, 4.939921], [-21.483769, -2.014442, 5.848651], [-21.370965, -3.333732, 5.097467], [-21.757930, -4.786634, 2.392471], [-22.019865, -6.272035, 2.211100], [-23.309135, -6.651173, 2.875209], [-24.510311, -5.898289, 2.332731], [-24.269595, -4.371378, 2.613389], [-22.951367, -3.964203, 1.987036], [-19.212802, -5.352929, 2.981824], [-18.666617, -5.796135, 4.324994], [-17.128950, -5.958425, 4.176249], [-16.841433, -7.167316, 3.287989], [-17.974599, -7.343353, 2.283681], [-18.647345, -6.111351, 1.826661], [-18.597595, -2.283548, 3.424850], [-18.860158, -2.535031, 5.212230], [-19.880066, -0.445375, 3.263784], [-19.152702, -0.278432, 4.898052], [-21.937257, -0.752975, 4.100112], [-21.409896, 0.176929, 5.411129], [-22.486388, -1.908597, 6.241467], [-20.896917, -2.042890, 6.749868], [-22.330355, -3.682001, 4.612635], [-21.203468, -4.112046, 5.863114], [-21.215101, -6.848873, 2.634810], [-22.056668, -6.493432, 1.156839], [-23.233366, -6.517088, 3.966333], [-23.414976, -7.742616, 2.787706], [-25.437721, -6.282757, 2.773673], [-24.521998, -5.982067, 1.217891], [-24.332754, -4.186764, 3.738205], [-25.127040, -3.747275, 2.211652], [-22.820222, -2.975367, 2.356063], [-23.023328, -4.018707, 0.907608], [-19.189242, -6.671913, 4.673030], [-18.942302, -5.011626, 5.034341], [-16.635086, -6.045319, 5.146626], [-16.781480, -5.011022, 3.681703], [-16.560488, -8.060068, 3.859904], [-15.948357, -6.845155, 2.734476], [-18.783782, -8.001372, 2.743884], [-17.548710, -7.844496, 1.385354], [-19.401293, -6.351574, 1.047466], [-17.985362, -5.532155, 1.216862], [-27.456716, -2.126834, -3.929964], [-25.827336, -2.580549, -3.077688], [-25.000293, -1.604129, -2.457809], [-23.781625, -1.924031, -1.980775], [-23.345532, -3.225500, -2.077765], [-24.165354, -4.225810, -2.646622], [-25.419630, -3.899891, -3.160030], [-22.058389, -3.678307, -1.442628], [-21.699243, -4.839558, -1.462578], [-21.362070, -2.705640, -0.859410], [-25.324845, -0.561105, -2.438575], [-23.079907, -1.249356, -1.490715], [-23.736621, -5.233552, -2.745299], [-25.984360, -4.656873, -3.681744]], "forces_ev_per_angstrom": [[-0.4, 0.1, -0.2], [0.1, 0.1, 0.0], [0.6, 0.3, 0.1], [-0.1, -0.3, -0.2], [-0.5, 0.1, -0.1], [-0.2, -0.2, 0.3], [1.3, 1.0, 0.3], [1.0, -1.7, 0.0], [-0.1, 0.0, -1.8], [-0.3, -0.9, -0.1], [0.4, 1.3, 0.2], [-1.9, 0.2, -1.0], [0.8, -0.2, 0.5], [0.4, 0.0, 0.5], [0.7, 0.7, 0.2], [-0.4, -1.2, 1.3], [0.2, 0.8, -0.6], [-0.4, 0.7, -0.5], [0.0, 1.4, 1.9], [-0.1, 0.0, -0.3], [0.7, -0.6, 0.6], [0.1, 0.1, -0.4], [-0.4, 0.1, -0.9], [-0.1, -0.1, 0.8], [0.1, 0.2, 0.2], [-0.2, 0.2, -1.2], [-0.4, -0.1, -0.5], [0.5, -0.1, 1.8], [-0.5, 0.2, -0.2], [-0.7, -0.6, 0.0], [-0.3, -0.3, -0.3], [0.2, 0.8, 1.3], [-0.2, 0.0, 0.1], [0.0, 0.2, 0.1], [-0.3, 0.1, -0.7], [-0.2, 0.6, -0.5], [0.3, -0.7, 0.7], [0.2, -0.4, 0.0], [0.0, -0.6, -0.4], [-0.2, 0.4, 1.1], [0.6, -0.6, -0.9], [-0.2, -0.7, -0.3], [-0.5, 0.0, -0.9], [0.1, -0.1, 0.7], [-0.1, 0.1, 0.0], [0.3, 0.0, 0.2], [-0.3, 0.4, -0.3], [0.2, -0.2, -0.2], [0.1, -0.1, 0.7], [-0.4, 0.0, -1.6], [0.2, 0.4, -0.2], [-0.3, 0.2, 0.2], [0.1, -2.0, -1.6], [-0.7, 1.1, 1.0], [0.4, 0.4, 0.7], [0.2, 0.3, -0.7], [0.6, -0.7, 1.0], [1.7, 1.5, -0.8], [-0.2, -1.7, 0.5], [-0.3, 0.0, 0.6], [-2.0, 1.1, -0.7], [-0.6, 0.7, -0.6], [-1.9, -1.1, 0.1], [-1.7, -1.5, -0.1], [0.3, 1.4, 0.4], [-0.3, -0.9, 0.7], [0.3, 1.1, -0.4], [-1.7, -1.1, 1.0], [0.6, -0.5, 0.6], [0.2, -0.6, -0.5], [-0.1, 1.6, -0.7], [-1.1, 0.7, 0.2], [0.8, 1.3, -0.4], [-0.3, -2.7, 0.2], [-1.1, 0.9, -0.4], [0.2, -0.6, 0.3], [0.2, 0.4, -0.6], [0.0, 0.3, 0.1], [0.6, 0.6, -0.1], [0.4, -0.6, 0.8], [0.5, -0.8, 0.1], [-0.4, 0.0, -0.1], [0.8, 0.2, 0.2], [0.7, 0.7, 0.6], [0.5, -0.1, -0.4], [0.4, 0.0, 0.2], [-0.1, 0.0, -0.6], [0.0, 0.3, -0.2], [-0.2, 0.2, -0.3], [0.1, 0.2, -0.3], [-0.3, -0.3, 0.7], [0.5, -0.2, -1.3], [1.2, -0.6, 0.1], [0.7, 1.1, -0.2], [-0.1, 0.3, -0.3], [0.0, -0.6, 0.0], [0.2, 0.0, -0.1], [-0.1, 0.1, 0.0], [-0.2, -0.9, 0.5], [-0.4, 0.1, -0.3], [0.1, -0.6, -0.1], [1.0, 0.4, -0.7], [-0.6, 0.0, 0.6], [-0.2, -0.1, 0.8], [0.9, 1.0, 0.1], [0.2, 0.2, 0.3], [0.6, 0.5, 0.3], [-2.3, 0.8, -1.3], [1.4, -0.5, 0.8], [-0.2, -1.9, 0.2], [0.8, 0.4, 0.0], [0.9, 0.0, 0.1], [0.2, 0.2, -0.1], [0.1, 0.1, 0.1], [0.1, -0.4, 0.1], [-0.1, -0.4, 0.0], [-0.5, 0.2, -0.4], [-0.4, 0.5, 0.2], [-0.3, 0.1, 0.1]]}